{
  "formula": "C3H10O4",
  "method": "ωB97M-V/def2-TZVPD",
  "symbols": ["O", "C", "C", "C", "O", "H", "H", "H", "H", "H", "H", "O", "H", "H", "O", "H", "H"],
  "coordinates": [[1.99113, 1.78723, 0.60987], [1.04971, 1.37575, -0.04723], [-0.35620, 1.39994, 0.44422], [-0.98911, 0.07064, 0.57818], [-1.51758, -0.18791, -0.72371], [1.23921, 0.93817, -0.96730], [-0.27590, 1.91116, 1.50990], [-1.09276, 2.20269, 0.14059], [-0.44251, -0.90472, 0.74633], [-1.95455, 0.14381, 1.23687], [-1.42590, 0.66824, -1.29078], [-1.80115, -2.55423, 0.83612], [-2.18195, -1.75364, 0.83973], [-1.74100, -3.06330, 1.61886], [2.10346, -0.94321, -1.47047], [2.31218, -0.67900, -2.40272], [1.12989, -1.35635, -1.29701]],
  "forces_ev_per_angstrom": [[-0.98, -0.24, -0.44], [0.81, 1.63, 1.82], [0.08, 3.07, 4.96], [-2.53, -0.81, -0.70], [-0.14, 1.57, -2.82], [0.31, -0.88, -2.01], [0.34, -1.34, -1.49], [0.77, -1.15, -1.02], [0.11, 1.82, 0.73], [2.01, -0.11, -0.41], [-0.46, -2.43, 1.59], [2.49, -4.68, -2.18], [-2.42, 3.90, 0.86], [-0.42, 0.05, 1.33], [-2.39, -1.18, 0.23], [-1.12, -0.78, 1.15], [3.52, 1.56, -1.59]],
  "total_charge": 0,
  "homo_ev": -9.8,
  "smiles": "O=CCCO.O.O",
  "orbital_gap_ev": 10.3
}